No. 1
Molecular formula: C22H20N4O3
Method: DFT, ωB97M-V with the def2-TZVPD basis set

**Strongest force on any atom**: 17.7 eV Å⁻¹
**HOMO**: -8.0 eV
**Orbital gap**: 7.369 eV
**E**: -35226.1115 eV
**Structure (SMILES)**: COc1cc(OC)cc(C(=O)Nc2cc(-c3cn4cccnc4n3)ccc2C)c1
**Molecular weight**: 388.427 g mol⁻¹

Geometry as XYZ:
```
49
Properties=species:S:1:pos:R:3:forces:R:3:nbo_charge:R:1
C 5.935 2.738 -3.261 -4.94 2.52 1.32 -0.2647
H 6.233 2.124 -2.425 -0.25 -0.43 0.09 0.1954
O 4.900 2.121 -4.149 9.08 3.56 -1.55 -0.4672
C 3.912 1.625 -3.609 -4.41 -0.46 3.10 0.4015
C 3.610 1.810 -2.178 -3.77 -4.25 -7.37 -0.3488
C 2.495 1.015 -1.892 0.04 0.41 2.44 -0.0752
C 1.755 0.315 -2.809 -3.78 0.13 -2.33 -0.3482
C 1.890 0.517 -4.234 1.05 -2.62 -1.14 0.3665
C 3.112 1.079 -4.658 -4.56 -0.81 6.70 -0.3657
H 3.436 0.992 -5.572 1.94 0.03 -4.75 0.2181
O 0.981 -0.261 -5.230 1.62 2.30 6.82 -0.5250
C 1.330 -0.159 -6.553 2.34 -1.71 1.57 -0.2515
H 1.473 0.881 -6.682 0.30 0.91 -1.72 0.1837
H 2.211 -0.874 -6.663 -0.52 1.35 -0.79 0.1627
H 0.480 -0.658 -6.869 -1.54 -0.32 -2.46 0.2086
H 0.718 -0.101 -2.612 1.51 0.22 0.41 0.2214
C 2.143 1.095 -0.321 -3.79 -7.59 -8.94 0.7242
O 2.505 2.003 0.231 2.13 5.81 5.48 -0.5327
N 1.204 0.064 -0.012 5.79 6.37 3.70 -0.6091
C 0.872 -0.202 1.256 -4.79 2.07 -1.76 0.1072
C -0.498 -0.309 1.405 -0.79 -2.66 -5.58 -0.1543
C -1.017 -0.700 2.531 -4.93 1.85 5.70 -0.1165
C -0.361 -0.469 3.724 4.89 -0.72 1.38 -0.1733
C 1.102 -0.269 3.615 -5.30 2.39 1.77 -0.1753
C 1.465 0.228 2.314 8.26 -2.71 8.16 -0.0302
C 3.033 0.253 2.394 2.49 1.97 -2.26 -0.6604
H 3.403 1.330 2.193 -0.51 -1.68 -0.10 0.2341
H 3.425 -0.405 1.513 -0.37 1.21 1.50 0.2043
H 3.706 0.023 3.303 -2.13 -0.31 -0.91 0.2301
H 1.651 -0.076 4.635 -0.68 -0.37 -2.56 0.2241
H -0.841 -0.481 4.718 0.28 -0.43 -0.74 0.2034
C -2.516 -0.760 2.745 -0.63 -4.19 -4.98 0.1902
C -3.365 -1.032 3.853 13.50 4.62 5.52 -0.0811
N -4.474 -1.268 3.502 -12.93 -3.17 -6.09 -0.3166
C -5.673 -1.530 4.051 -2.51 -1.20 -4.34 0.0047
C -6.950 -1.951 3.104 15.95 7.53 1.01 -0.1658
C -6.715 -1.780 1.852 2.76 -4.16 -4.79 -0.0406
N -5.417 -1.969 1.230 -2.14 3.53 2.30 -0.4043
C -4.456 -1.428 1.948 2.40 -1.40 -1.97 0.4786
N -3.180 -1.235 1.447 -1.31 2.09 6.45 -0.4541
H -7.428 -2.338 1.305 -1.14 0.38 -1.53 0.1944
H -7.637 -2.259 3.540 -11.57 -4.49 6.82 0.1597
H -5.670 -1.466 5.071 -0.44 -0.16 2.58 0.1884
H -2.989 -0.843 4.988 -1.35 -0.57 -2.88 0.2140
H -1.103 -0.450 0.440 0.66 0.56 1.58 0.2350
H 0.876 -0.583 -0.532 -2.03 -4.79 -5.80 0.3962
H 4.191 2.079 -1.442 3.09 1.95 3.28 0.2231
H 6.763 3.160 -3.711 1.46 0.10 -1.93 0.2041
H 5.338 3.747 -2.865 1.57 -2.63 -0.43 0.1867
```
Forces are in eV/Å.

=====

No. 2
Molecular formula: C19H13Cl6IrN3O5
Method: DFT, ωB97M-V with the def2-TZVPD basis set

**Strongest force on any atom**: 1.0 eV Å⁻¹
**Total charge**: +1
**HOMO**: -11.0 eV
**Orbital gap**: 6.921 eV
**E**: -112581.4195 eV
**Molecular weight**: 768.264 g mol⁻¹

Geometry as XYZ:
```
47
Properties=species:S:1:pos:R:3:forces:R:3:nbo_charge:R:1
Ir 0.340 -0.151 0.310 0.13 -0.31 -0.90 0.9981
Cl -0.938 0.633 -1.598 0.09 0.08 -0.11 0.1883
C -2.211 0.168 -0.471 -0.17 -0.04 0.08 -0.1101
C -1.586 -0.374 0.620 -0.07 0.03 0.36 -0.1204
C -2.348 -0.938 1.623 -0.07 0.03 -0.05 -0.0128
Cl -1.591 -1.674 2.974 0.01 0.01 -0.02 0.0745
C -3.744 -0.902 1.485 -0.04 0.01 -0.01 -0.0945
Cl -4.721 -1.599 2.702 0.01 0.01 -0.01 0.1124
C -4.350 -0.301 0.370 0.02 -0.02 0.02 -0.0811
Cl -6.053 -0.253 0.229 -0.01 0.00 0.00 0.1090
C -3.571 0.261 -0.647 0.02 0.01 -0.03 -0.0784
Cl -4.221 1.031 -2.019 0.00 -0.01 -0.03 0.1211
O 0.868 1.662 1.075 0.09 0.25 0.70 -0.7842
Cl 1.483 1.121 2.381 -0.27 0.37 -0.35 2.4872
O 0.701 1.453 3.488 -0.04 0.00 -0.01 -0.6794
O 2.831 1.473 2.454 0.11 -0.02 0.07 -0.6835
O 1.338 -0.376 2.058 0.14 -0.29 0.05 -0.7766
C -6.722 0.417 -5.480 0.02 0.01 0.02 -0.6324
C -5.662 -0.460 -4.872 -0.04 0.00 -0.03 -0.0202
C -4.338 -0.388 -5.292 0.05 0.00 -0.01 -0.1975
C -3.371 -1.221 -4.754 -0.03 0.06 -0.03 -0.2369
C -3.712 -2.148 -3.778 0.10 -0.08 0.08 0.1086
N -2.658 -2.950 -3.255 -0.07 0.06 -0.08 -0.6225
C -2.785 -4.085 -2.517 0.08 -0.09 0.14 0.7875
O -3.809 -4.620 -2.176 -0.04 0.01 -0.05 -0.5740
N -1.526 -4.658 -2.161 -0.09 0.09 -0.07 -0.6351
C -0.523 -4.013 -1.453 0.06 0.00 0.03 0.1491
C 0.612 -4.731 -1.067 -0.01 -0.02 -0.03 -0.1646
C 1.600 -4.110 -0.335 0.01 0.02 0.02 -0.2007
C 1.456 -2.780 0.011 -0.01 -0.11 -0.06 0.0121
N 0.373 -2.086 -0.359 0.08 -0.02 0.26 -0.4229
C -0.597 -2.676 -1.071 -0.02 0.01 0.01 0.0285
C -5.027 -2.239 -3.338 -0.02 0.07 0.00 -0.1909
C -5.979 -1.394 -3.891 0.00 -0.03 0.03 -0.2019
H -6.294 1.334 -5.885 0.00 -0.01 0.00 0.2200
H -7.479 0.689 -4.745 0.00 0.00 0.00 0.2228
H -7.229 -0.099 -6.298 0.00 -0.01 0.00 0.2324
H -4.055 0.326 -6.056 -0.01 -0.01 0.00 0.2207
H -2.346 -1.153 -5.105 -0.01 0.00 0.00 0.2068
H -1.762 -2.818 -3.697 0.02 0.01 0.00 0.4054
H -1.643 -5.633 -1.926 0.00 -0.01 0.00 0.4225
H 0.705 -5.774 -1.343 0.00 0.00 0.00 0.2427
H 2.483 -4.648 -0.022 -0.01 0.00 0.00 0.2524
H 2.200 -2.265 0.602 0.00 0.02 0.01 0.2279
H -1.457 -2.074 -1.314 -0.02 -0.04 -0.02 0.2255
H -5.309 -2.961 -2.589 0.00 -0.02 0.00 0.2444
H -7.003 -1.471 -3.544 0.00 0.00 0.00 0.2208
```
Forces are in eV/Å.

=====

No. 3
Molecular formula: C2IO2S
Method: DFT, ωB97M-V with the def2-TZVPD basis set

**Strongest force on any atom**: 2.4 eV Å⁻¹
**Total charge**: -1
**HOMO (alpha / beta)**: -3.0 / -3.3 eV
**Orbital gap (alpha / beta)**: 6.150 / 6.475 eV
**E**: -25098.3310 eV
**Molecular weight**: 214.991 g mol⁻¹

Geometry as XYZ:
```
6
Properties=species:S:1:pos:R:3:forces:R:3:nbo_charge:R:1
C 0.588 0.045 0.179 -0.66 -2.22 0.75 -0.0449
C -0.519 -1.753 1.038 0.82 1.77 -0.40 -0.4687
O 0.285 0.463 -1.072 0.01 0.13 -0.11 -0.6547
O 0.688 2.674 0.381 -0.26 0.14 -0.21 -0.9589
S -0.268 1.583 0.117 0.08 0.29 0.28 1.2115
I -0.774 -3.011 -0.643 0.01 -0.12 -0.30 -0.0844
```
Forces are in eV/Å.

=====

No. 4
Molecular formula: C11H14BCuN7O
Method: DFT, ωB97M-V with the def2-TZVPD basis set

**Strongest force on any atom**: 2.8 eV Å⁻¹
**HOMO (alpha / beta)**: -8.5 / -8.5 eV
**Orbital gap (alpha / beta)**: 8.311 / 6.586 eV
**E**: -69426.9699 eV
**Spin multiplicity**: 2
**Molecular weight**: 334.639 g mol⁻¹
**⟨S²⟩**: 0.760

Geometry as XYZ:
```
35
Properties=species:S:1:pos:R:3:forces:R:3:nbo_charge:R:1
H 1.294 2.251 1.866 0.09 0.08 -0.19 0.2190
N 0.864 0.962 0.255 -1.13 2.18 -0.31 -0.4085
B 0.095 0.022 -2.036 -0.71 0.18 -0.08 0.5794
N 0.431 1.169 -1.047 0.95 0.47 1.17 -0.3167
C 0.445 2.500 -1.314 0.13 -0.78 1.07 0.0171
Cu 1.587 -0.510 1.294 -2.18 -0.09 0.76 1.0795
H 0.223 2.864 -2.309 -0.11 -0.09 0.26 0.2332
C 0.811 3.165 -0.147 -0.02 0.09 0.09 -0.3539
H 0.886 4.223 0.017 0.02 0.14 -0.14 0.2321
C 1.047 2.175 0.816 -0.49 -0.42 -1.48 -0.0342
H 0.344 0.401 -3.157 0.06 0.03 0.15 -0.0550
C 0.260 -0.227 3.065 1.42 -0.15 -1.13 -0.8936
H 0.998 0.300 3.686 -0.53 -0.33 0.14 0.1947
H 0.011 -1.268 3.318 0.19 0.56 0.05 0.2106
H -0.574 0.385 2.717 0.25 -0.19 0.02 0.2090
N -1.455 -0.322 -2.085 -0.36 -1.06 0.55 -0.3555
N 1.102 -1.111 -1.681 1.16 -0.41 0.75 -0.3168
N -2.077 -1.065 -1.112 0.26 0.62 0.55 -0.2891
N 1.700 -1.399 -0.439 0.13 -2.04 -1.91 -0.4549
C -2.378 0.060 -3.019 -0.37 -0.46 0.71 -0.0398
C 1.727 -1.826 -2.644 -0.16 0.18 1.08 0.0294
H -2.078 0.611 -3.905 -0.14 -0.11 0.25 0.2132
H 1.480 -1.659 -3.687 -0.02 -0.17 0.29 0.2350
C -3.626 -0.410 -2.593 0.79 0.31 0.11 -0.3641
C 2.664 -2.646 -2.047 0.15 -0.41 0.04 -0.3587
C -3.388 -1.081 -1.368 1.15 0.53 -0.94 -0.0650
C 2.592 -2.392 -0.666 -0.73 1.06 -1.37 -0.0193
H -4.575 -0.279 -3.067 -0.21 0.12 -0.27 0.2186
H 3.311 -3.335 -2.564 0.01 -0.05 0.11 0.2321
H -4.112 -1.530 -0.683 0.51 0.01 -0.35 0.2063
H 3.157 -2.854 0.132 -0.09 0.21 0.00 0.2140
H -1.575 0.033 5.149 0.31 -0.01 0.63 0.4247
O 0.388 1.759 6.764 -0.70 -1.05 -0.36 -0.5034
C -0.372 0.948 6.386 -0.65 -0.13 -0.16 0.8678
N -1.207 0.082 6.106 1.04 1.17 -0.08 -0.7871
```
Forces are in eV/Å.

=====

Q: Among the records above, which one has the lowest strongest force on any atom?
A: C19H13Cl6IrN3O5